No. 1
Entry from the Open Molecules 2025 dataset: 2 unconnected molecules or ions with the total composition C4H7NO (ωB97M-V/def2-TZVPD).

```
13
Properties=species:S:1:pos:R:3
C 0.5976 -0.7764 -1.0037
H -2.5686 -1.1344 0.3289
N -1.1095 1.7864 -0.1440
H -1.5062 -0.6565 1.7558
H 2.0621 0.7136 1.3649
H 2.0248 0.7821 -0.8823
H 0.4386 -0.6174 -2.0688
C 1.2345 0.2577 -0.3246
C -1.5769 0.7611 0.2493
C -1.7785 -0.4975 0.7127
O 1.5289 -0.0032 1.0041
H 0.3707 -1.7399 -0.5771
H 0.2825 1.1245 -0.4153
```

## Properties
Molar mass in g mol⁻¹: 85.11
Energy in hartree: -286.44578
Energy relative to the best compared isomer or geometry (same formula, charge and spin) in kcal per mole: 116.6
Orbital gap (spin up / spin down) in eV: 7.572 / 7.572
HOMO energy (spin up / spin down) in eV: -8.1 / -8.1


No. 2
Entry from the Open Molecules 2025 dataset: a molecular structure, C4H7NO (ωB97M-V/def2-TZVPD).

```
13
Properties=species:S:1:pos:R:3
H -1.0326 -0.7921 1.1218
H -0.7796 0.3004 -1.6989
N 1.0923 -0.5474 -1.0077
C 0.0287 1.4257 -0.0083
H -1.3850 -1.7140 -0.3381
H 0.2059 0.6771 1.7595
H -0.9310 1.9111 0.2225
O 0.7649 1.2038 1.1743
C -0.2047 0.1310 -0.7818
H 1.4781 -2.2173 0.1954
C 0.7907 -1.4366 -0.1375
H 0.6245 2.1044 -0.6247
C -0.6522 -1.0459 0.1235
```

## Properties
Molar mass in g mol⁻¹: 85.11
Energy in hartree: -286.54156
Energy relative to the best compared isomer or geometry (same formula, charge and spin) in kcal per mole: 56.5
Orbital gap in eV: 10.824
HOMO energy in eV: -10.0